Molecular formula: C53H132N15O24
Method: DFT, wB97M-V/def2-TZVPD

As for the orbital gap: 0.336 Eh. The energy relative to the best compared isomer or geometry (same formula, charge and spin) is 0.0 kJ/mol. The value obtained for the energy is -4724.04834 Ha. The total charge is +3. For the LUMO energy, the calculation gives -4.501 eV.

Last columns: bonded neighbours and bond lengths (Å).
Positions of all 224 atoms, in Å:
1 C 6.89 4.04 1.68  C2 1.456, H8 1.069, H9 1.083, H10 1.100
2 C 6.35 3.04 2.59  C1 1.456, O3 1.192, N4 1.501
3 O 6.79 2.63 3.61  C2 1.192
4 N 5.06 2.52 2.01  C2 1.501, H5 1.113, H6 0.992, C7 1.453
5 H 4.53 3.39 1.56  N4 1.113
6 H 5.25 1.91 1.26  N4 0.992
7 C 4.29 1.97 3.12  N4 1.453, H11 1.112, H12 1.105, H13 1.113
8 H 7.01 3.63 0.70  C1 1.069
9 H 7.91 4.28 1.97  C1 1.083
10 H 6.26 4.93 1.55  C1 1.100
11 H 4.04 2.77 3.85  C7 1.112
12 H 4.86 1.16 3.61  C7 1.105
13 H 3.39 1.53 2.64  C7 1.113
14 C 2.63 -5.56 3.90  C15 1.599, H21 1.099, H22 1.139, H23 1.061
15 C 1.15 -5.28 4.42  C14 1.599, O16 1.173, N17 1.491
16 O 0.81 -5.60 5.49  C15 1.173
17 N 0.30 -4.50 3.46  C15 1.491, H18 1.004, H19 1.064, C20 1.538
18 H 0.78 -3.64 3.27  N17 1.004
19 H 0.20 -4.99 2.52  N17 1.064
20 C -1.06 -4.14 4.08  N17 1.538, H24 1.085, H25 1.050, H26 1.101
21 H 3.15 -4.61 3.68  C14 1.099
22 H 2.71 -6.04 2.87  C14 1.139
23 H 3.03 -6.13 4.70  C14 1.061
24 H -1.67 -5.04 4.03  C20 1.085
25 H -1.49 -3.38 3.51  C20 1.050
26 H -0.98 -3.85 5.14  C20 1.101
27 C -4.23 -3.63 1.33  C28 1.558, H37 1.109, H38 1.119, H39 1.112
28 C -3.39 -4.93 1.16  C27 1.558, C29 1.505, H40 1.086, H41 1.104
29 C -3.41 -5.53 -0.23  C28 1.505, C30 1.600, H42 1.090, H43 1.093
30 C -2.63 -4.58 -1.25  C29 1.600, N31 1.577, H44 1.119, H45 1.081
31 N -2.03 -5.44 -2.42  C30 1.577, C32 1.489, C35 1.543, C36 1.436
32 C -1.18 -6.59 -2.00  N31 1.489, C33 1.546, H46 1.108, H47 1.045
33 C -0.24 -6.81 -3.21  C32 1.546, C34 1.523, H48 1.066, H49 1.096
34 C 0.17 -5.41 -3.65  C33 1.523, C35 1.547, H50 1.118, H51 1.114
35 C -1.00 -4.54 -3.14  N31 1.543, C34 1.547, H52 1.089, H53 1.090
36 C -3.06 -5.83 -3.34  N31 1.436, H54 1.104, H55 1.117, H56 1.110
37 H -3.94 -3.24 2.33  C27 1.109
38 H -5.33 -3.76 1.23  C27 1.119
39 H -4.07 -2.79 0.63  C27 1.112
40 H -3.79 -5.67 1.84  C28 1.086
41 H -2.37 -4.70 1.52  C28 1.104
42 H -4.47 -5.64 -0.43  C29 1.090
43 H -2.99 -6.53 -0.32  C29 1.093
44 H -1.77 -4.16 -0.67  C30 1.119
45 H -3.21 -3.78 -1.70  C30 1.081
46 H -1.75 -7.53 -1.89  C32 1.108
47 H -0.58 -6.22 -1.23  C32 1.045
48 H -0.80 -7.40 -3.90  C33 1.066
49 H 0.59 -7.39 -2.81  C33 1.096
50 H 0.21 -5.45 -4.77  C34 1.118
51 H 1.11 -5.19 -3.10  C34 1.114
52 H -1.58 -4.03 -3.90  C35 1.089
53 H -0.71 -3.81 -2.38  C35 1.090
54 H -3.72 -4.97 -3.57  C36 1.104
55 H -3.75 -6.55 -2.83  C36 1.117
56 H -2.61 -6.24 -4.26  C36 1.110
57 C -5.13 3.20 -1.65  C58 1.503, H67 1.120, H68 1.107, H69 1.087
58 C -5.35 3.42 -0.18  C57 1.503, C59 1.549, H70 1.082, H71 1.083
59 C -6.33 2.36 0.40  C58 1.549, C60 1.511, H72 1.087, H73 1.113
60 C -6.18 2.60 1.89  C59 1.511, N61 1.524, H74 1.068, H75 1.116
61 N -7.33 2.21 2.81  C60 1.524, C62 1.558, C65 1.538, C66 1.540
62 C -6.84 2.31 4.29  N61 1.558, C63 1.542, H76 1.085, H77 1.063
63 C -7.91 3.19 4.97  C62 1.542, C64 1.517, H78 1.055, H79 1.110
64 C -8.34 4.13 3.86  C63 1.517, C65 1.492, H80 1.051, H81 1.080
65 C -8.46 3.24 2.67  N61 1.538, C64 1.492, H82 1.055, H83 1.084
66 C -7.84 0.81 2.44  N61 1.540, H84 1.093, H85 1.100, H86 1.083
67 H -6.02 3.59 -2.20  C57 1.120
68 H -5.08 2.12 -1.89  C57 1.107
69 H -4.22 3.67 -2.00  C57 1.087
70 H -5.69 4.42 0.07  C58 1.082
71 H -4.42 3.17 0.32  C58 1.083
72 H -6.12 1.31 0.20  C59 1.087
73 H -7.35 2.68 0.11  C59 1.113
74 H -6.07 3.64 2.10  C60 1.068
75 H -5.32 2.03 2.31  C60 1.116
76 H -6.85 1.32 4.74  C62 1.085
77 H -5.86 2.71 4.25  C62 1.063
78 H -8.68 2.52 5.25  C63 1.055
79 H -7.50 3.73 5.84  C63 1.110
80 H -9.27 4.60 4.01  C64 1.051
81 H -7.66 4.93 3.62  C64 1.080
82 H -9.42 2.80 2.59  C65 1.055
83 H -8.26 3.71 1.71  C65 1.084
84 H -8.66 0.47 3.08  C66 1.093
85 H -7.03 0.06 2.52  C66 1.100
86 H -8.09 0.90 1.39  C66 1.083
87 C 3.99 -1.74 2.76  C88 1.551, H97 1.086, H98 1.056, H99 1.091
88 C 5.02 -1.40 1.65  C87 1.551, C89 1.563, H100 1.081, H101 1.057
89 C 4.82 -2.26 0.36  C88 1.563, C90 1.522, H102 1.064, H103 1.113
90 C 5.74 -1.87 -0.79  C89 1.522, N91 1.538, H104 1.096, H105 1.095
91 N 5.32 -2.74 -1.99  C90 1.538, C92 1.547, C95 1.484, C96 1.537
92 C 5.27 -4.27 -1.79  N91 1.547, C93 1.525, H106 1.112, H107 1.071
93 C 5.47 -4.91 -3.16  C92 1.525, C94 1.511, H108 1.080, H109 1.108
94 C 5.98 -3.78 -4.03  C93 1.511, C95 1.500, H110 1.110, H111 1.126
95 C 6.20 -2.57 -3.18  N91 1.484, C94 1.500, H112 1.053, H113 1.090
96 C 3.91 -2.31 -2.43  N91 1.537, H114 1.074, H115 1.107, H116 1.067
97 H 3.85 -2.80 2.98  C87 1.086
98 H 3.06 -1.38 2.42  C87 1.056
99 H 4.30 -1.30 3.71  C87 1.091
100 H 6.05 -1.51 1.94  C88 1.081
101 H 4.89 -0.36 1.48  C88 1.057
102 H 3.80 -2.28 0.06  C89 1.064
103 H 4.97 -3.34 0.57  C89 1.113
104 H 6.78 -2.04 -0.50  C90 1.096
105 H 5.57 -0.87 -1.21  C90 1.095
106 H 4.29 -4.59 -1.36  C92 1.112
107 H 6.00 -4.57 -1.07  C92 1.071
108 H 4.50 -5.21 -3.52  C93 1.080
109 H 6.11 -5.80 -3.08  C93 1.108
110 H 5.34 -3.68 -4.93  C94 1.110
111 H 7.00 -4.08 -4.38  C94 1.126
112 H 6.02 -1.62 -3.59  C95 1.053
113 H 7.24 -2.61 -2.85  C95 1.090
114 H 3.12 -2.71 -1.82  C96 1.074
115 H 3.72 -2.73 -3.44  C96 1.107
116 H 3.94 -1.25 -2.56  C96 1.067
117 C 3.97 4.09 -2.81  N118 1.522, H124 1.093, H125 1.050, H126 1.077
118 N 4.45 5.53 -2.69  C117 1.522, C119 1.560, C120 1.510, C121 1.476
119 C 3.25 6.29 -2.05  N118 1.560, H127 1.094, H128 1.079, H129 1.113
120 C 5.63 5.74 -1.77  N118 1.510, H130 1.112, H131 1.110, H132 1.068
121 C 4.83 5.95 -4.05  N118 1.476, C122 1.541, H133 1.089, H134 1.083
122 C 5.60 7.27 -4.26  C121 1.541, O123 1.410, H135 1.106, H136 1.124
123 O 4.91 8.28 -3.55  C122 1.410, H137 0.960
124 H 3.07 4.17 -3.44  C117 1.093
125 H 3.77 3.82 -1.82  C117 1.050
126 H 4.62 3.34 -3.22  C117 1.077
127 H 3.54 7.33 -1.85  C119 1.094
128 H 3.08 5.78 -1.11  C119 1.079
129 H 2.35 6.16 -2.68  C119 1.113
130 H 5.52 5.29 -0.76  C120 1.112
131 H 5.79 6.83 -1.68  C120 1.110
132 H 6.53 5.29 -2.13  C120 1.068
133 H 3.84 5.86 -4.49  C121 1.089
134 H 5.41 5.19 -4.57  C121 1.083
135 H 5.61 7.58 -5.32  C122 1.106
136 H 6.70 7.23 -4.03  C122 1.124
137 H 5.12 9.14 -3.92  O123 0.960
138 C 1.42 1.93 6.13  N139 1.537, H145 1.076, H146 1.078, H147 1.078
139 N 0.40 2.76 6.92  C138 1.537, C140 1.514, C141 1.492, C142 1.554
140 C 1.12 3.42 8.08  N139 1.514, H148 1.106, H149 1.066, H150 1.092
141 C -0.08 3.81 5.97  N139 1.492, H151 1.098, H152 1.049, H153 1.064
142 C -0.67 1.82 7.54  N139 1.554, C143 1.525, H154 1.063, H155 1.087
143 C -1.51 1.08 6.50  C142 1.525, O144 1.426, H156 1.041, H157 1.087
144 O -2.32 2.06 5.86  C143 1.426, H158 0.984
145 H 2.21 2.58 5.78  C138 1.076
146 H 0.85 1.61 5.28  C138 1.078
147 H 1.74 1.04 6.65  C138 1.078
148 H 1.90 4.14 7.77  C140 1.106
149 H 1.47 2.71 8.79  C140 1.066
150 H 0.37 4.02 8.61  C140 1.092
151 H -0.74 4.49 6.52  C141 1.098
152 H -0.77 3.34 5.34  C141 1.049
153 H 0.77 4.26 5.53  C141 1.064
154 H -1.30 2.38 8.18  C142 1.063
155 H -0.06 1.09 8.07  C142 1.087
156 H -2.10 0.38 7.00  C143 1.041
157 H -0.90 0.52 5.79  C143 1.087
158 H -3.10 1.59 5.47  O144 0.984
159 C -1.55 0.90 -1.06  N160 1.480, H166 1.109, H167 1.113, H168 1.063
160 N -1.14 0.07 0.09  C159 1.480, C161 1.477, C162 1.519, C163 1.515
161 C -2.15 -0.96 0.38  N160 1.477, H169 1.059, H170 1.060, H171 1.163
162 C 0.12 -0.69 -0.28  N160 1.519, H172 1.154, H173 1.099, H174 1.131
163 C -1.06 0.90 1.36  N160 1.515, C164 1.568, H175 1.152, H176 1.078
164 C 0.07 2.00 1.42  C163 1.568, O165 1.403, H177 1.083, H178 1.104
165 O 0.03 2.83 0.29  C164 1.403, H179 0.968
166 H -0.72 1.55 -1.43  C159 1.109
167 H -2.41 1.54 -0.76  C159 1.113
168 H -1.92 0.27 -1.82  C159 1.063
169 H -3.12 -0.55 0.49  C161 1.059
170 H -1.86 -1.34 1.32  C161 1.060
171 H -2.17 -1.79 -0.44  C161 1.163
172 H 1.04 0.01 -0.31  C162 1.154
173 H -0.05 -1.01 -1.32  C162 1.099
174 H 0.36 -1.48 0.50  C162 1.131
175 H -0.87 0.17 2.22  C163 1.152
176 H -2.04 1.32 1.49  C163 1.078
177 H 0.95 1.39 1.54  C164 1.083
178 H -0.29 2.42 2.38  C164 1.104
179 H 0.66 3.55 0.40  O165 0.968
180 C -3.56 -1.24 -8.91  N181 1.486, H187 1.090, H188 1.083, H189 1.052
181 N -2.83 -0.21 -8.13  C180 1.486, C182 1.501, C183 1.530, C184 1.485
182 C -1.38 -0.59 -7.98  N181 1.501, H190 1.095, H191 1.094, H192 1.116
183 C -3.00 1.04 -8.98  N181 1.530, H193 1.083, H194 1.081, H195 1.072
184 C -3.47 -0.05 -6.80  N181 1.485, C185 1.500, H196 1.074, H197 1.067
185 C -3.01 1.01 -5.84  C184 1.500, O186 1.377, H198 1.115, H199 1.068
186 O -3.21 0.67 -4.52  C185 1.377, H200 1.018
187 H -3.87 -2.09 -8.30  C180 1.090
188 H -2.99 -1.53 -9.79  C180 1.083
189 H -4.46 -0.82 -9.24  C180 1.052
190 H -0.88 -0.87 -8.91  C182 1.095
191 H -1.38 -1.43 -7.27  C182 1.094
192 H -0.87 0.25 -7.44  C182 1.116
193 H -2.85 0.75 -10.02  C183 1.083
194 H -2.30 1.82 -8.72  C183 1.081
195 H -4.04 1.24 -8.85  C183 1.072
196 H -3.40 -0.96 -6.23  C184 1.074
197 H -4.50 0.11 -7.02  C184 1.067
198 H -3.59 1.93 -6.09  C185 1.115
199 H -2.01 1.34 -6.06  C185 1.068
200 H -2.48 0.02 -4.27  O186 1.018
201 N 0.95 -1.30 3.75  O202 1.185, O203 1.261, O204 1.245
202 O 0.81 -0.13 3.92  N201 1.185
203 O 1.52 -2.04 4.59  N201 1.261
204 O 0.51 -1.87 2.74  N201 1.245
205 N -0.18 -1.22 -4.16  O206 1.231, O207 1.211, O208 1.242
206 O 0.67 -1.92 -3.61  N205 1.231
207 O 0.02 -0.84 -5.29  N205 1.211
208 O -1.24 -0.94 -3.59  N205 1.242
209 N -3.85 0.11 3.27  O210 1.213, O211 1.195, O212 1.291
210 O -4.33 0.90 4.06  N209 1.213
211 O -2.94 -0.63 3.50  N209 1.195
212 O -4.39 0.09 2.10  N209 1.291
213 N 4.59 1.31 -0.85  O214 1.228, O215 1.256, O216 1.222
214 O 5.65 1.30 -0.23  N213 1.228
215 O 4.63 1.12 -2.09  N213 1.256
216 O 3.53 1.46 -0.26  N213 1.222
217 N 1.11 -4.65 0.38  O218 1.258, O219 1.266, O220 1.210
218 O 0.17 -5.29 0.91  N217 1.258
219 O 1.14 -4.38 -0.86  N217 1.266
220 O 1.99 -4.20 1.08  N217 1.210
221 N 2.72 4.61 0.99  O222 1.190, O223 1.230, O224 1.247
222 O 1.84 5.07 0.33  N221 1.190
223 O 2.51 4.19 2.13  N221 1.230
224 O 3.87 4.55 0.52  N221 1.247